Entry 1:
17
Properties=species:S:1:pos:R:3 method="wB97M-V/def2-TZVPD" mol_weight_g_mol=98.1 total_charge=+1 spin_multiplicity=2 homo_energy_ev="-13.27 / -14.76" fmax_ev_per_a=1.09 lumo_energy_ev="-4.66 / -6.70" de_lowest_kcal_mol=24.11 orbital_gap_ev="8.61 / 8.06"
C 2.1419 -0.2677 -1.0167
C 0.9936 -0.0157 -0.0951
C -0.0685 0.7332 -0.5596
C -1.2767 0.8287 0.1685
C -2.5249 0.5751 -0.4122
O -3.4059 -0.1959 0.1429
C 1.0141 -0.6407 1.2441
H 1.8728 -1.1212 -1.6469
H 3.0239 -0.5321 -0.4439
H 2.3301 0.5950 -1.6483
H 0.0875 1.2079 -1.5230
H -1.3092 0.9809 1.2510
H -2.9540 1.1296 -1.2391
H -3.0232 -0.7511 0.8534
H 0.6086 -1.6598 1.2209
H 2.0051 -0.7748 1.6792
H 0.4848 -0.0914 2.0249

=====

Entry 2:
20
Properties=species:S:1:pos:R:3 method="wB97M-V/def2-TZVPD" mol_weight_g_mol=100.0 total_charge=0 spin_multiplicity=3 homo_energy_ev="-5.25 / -9.15" fmax_ev_per_a=4.06 lumo_energy_ev="0.77 / -0.33" de_lowest_kcal_mol=0.00 orbital_gap_ev="6.01 / 8.82"
B 0.6204 0.7435 0.1434
C 0.7270 2.3027 0.3545
C -3.1653 -0.1256 -0.5139
C 2.6778 -0.8496 -0.0351
C 0.3347 -1.7040 0.3973
N -2.2227 -0.1034 0.4740
N 1.1701 -0.5436 0.1104
H 1.6475 2.7682 0.0096
H 0.5205 2.5111 1.4154
H -0.1701 2.6995 -0.2227
H -3.4074 0.9064 -0.8361
H -2.7736 -0.6688 -1.2987
H -4.1290 -0.5721 -0.2588
H 3.0943 -0.6317 -1.0430
H 3.3624 -0.4100 0.7112
H 2.9176 -1.9338 0.1709
H -0.5673 -1.2789 0.5547
H 0.1170 -2.3001 -0.5209
H 0.8008 -2.4094 1.2553
H -2.1807 0.7951 0.8499

=====

Entry 3:
26
Properties=species:S:1:pos:R:3 method="wB97M-V/def2-TZVPD" mol_weight_g_mol=169.3 total_charge=0 homo_energy_ev=-9.28 fmax_ev_per_a=2.63 lumo_energy_ev=0.82 de_lowest_kcal_mol=0.00 orbital_gap_ev=10.10
C 0.2207 0.4747 0.2280
C 1.0866 -0.4007 -0.4029
C 2.9663 -1.2357 0.9299
C 3.2307 0.8925 -0.3979
C -2.8272 1.6734 -0.4469
C 2.5764 -0.4857 -0.3494
C -2.4226 0.4773 0.3865
N 0.3358 -1.3213 -1.0442
N -0.9092 -1.0640 -0.8421
N -0.9977 0.0063 -0.0885
Si -3.4887 -1.0936 0.1296
H 0.3714 1.3401 0.8382
H 2.6337 -0.6868 1.8086
H 4.0444 -1.3642 0.9925
H 2.4971 -2.2180 0.9398
H 4.3150 0.7903 -0.3670
H 2.9226 1.4992 0.4521
H 2.9588 1.4141 -1.3157
H -2.8568 1.4039 -1.5006
H -3.8215 2.0014 -0.1531
H -2.1349 2.5048 -0.3220
H 2.9000 -1.0751 -1.2123
H -2.2872 0.7568 1.4305
H -4.8004 -0.7689 0.7249
H -2.8689 -2.1803 0.8771
H -3.6447 -1.3407 -1.2950

=====

Entry 4:
19
Properties=species:S:1:pos:R:3 method="wB97M-V/def2-TZVPD" mol_weight_g_mol=135.2 total_charge=0 homo_energy_ev="-8.05 / -6.91" fmax_ev_per_a=4.05 lumo_energy_ev="0.65 / -0.66" de_lowest_kcal_mol=170.41 orbital_gap_ev="8.70 / 6.25"
C -1.0463 3.5257 -1.5866
C -1.0742 2.3099 -1.3688
C 0.4791 0.3565 2.0053
C -1.1896 -0.3502 -1.1410
C 1.2670 -0.4343 -0.0920
C 0.2916 0.0264 -1.2189
C -0.7462 1.0430 -0.9961
C 0.2966 -1.9784 1.6001
N 0.6687 -0.6232 1.1714
O 0.0451 0.7153 3.0594
H -1.0932 4.6293 -1.7823
H -1.6085 -0.7461 -2.0237
H -1.5289 -0.6587 -0.1633
H 1.7047 -1.3257 -0.3531
H 2.1853 0.2909 0.0659
H 0.8470 -0.1031 -2.2361
H -0.6438 -2.2011 1.0148
H 1.1215 -2.6793 1.3958
H 0.0242 -1.7970 2.6491

=====

Number 1: E -8422.1083 eV. Number 2: E -8010.1414 eV. Number 3: E -19849.0035 eV. Number 4: E -11972.4593 eV.